Entry 1:
Entry from OMol25: a cluster of 3 separate species, C4H12O3S in total (ωB97M-V/def2-TZVPD).

Computed properties:
- Kohn-Sham gap (eV) = 9.698
- spin multiplicity = 1
- LUMO level (eV) = 0.5020
- charge = 0
- SMILES = O=CCCCS.O.O

Positions of all 20 atoms, in Å:
O1 2.96 -0.22 -0.65
C1 2.03 -0.42 -1.41
C2 0.67 -1.06 -0.94
C3 -0.35 -0.01 -0.49
C4 -0.13 0.65 0.88
S1 -0.10 2.40 1.02
H1 2.31 -0.01 -2.35
H2 0.93 -1.62 -0.06
H3 0.24 -1.60 -1.75
H4 -0.39 0.71 -1.33
H5 -1.39 -0.46 -0.39
H6 0.94 0.53 1.16
H7 -0.64 0.00 1.60
H8 -1.37 2.69 1.06
O2 -0.25 -6.95 0.55
H9 -0.18 -7.51 1.30
H10 -1.14 -6.82 0.41
O3 -3.31 3.72 -0.43
H11 -3.10 3.62 0.52
H12 -3.04 4.64 -0.48

The net atomic charges from Mulliken, expressed in e, are:
1 O -0.473
2 C -0.049
3 C -0.654
4 C -0.511
5 C -0.661
6 S -0.140
7 H 0.465
8 H 0.315
9 H 0.353
10 H 0.379
11 H 0.321
12 H 0.233
13 H 0.435
14 H -0.039
15 O -0.616
16 H 0.316
17 H 0.300
18 O -0.615
19 H 0.322
20 H 0.322

=====

Entry 2:
Entry from OMol25: the ion C2H3FNO4P with charge -2 (ωB97M-V/def2-TZVPD).

Computed properties:
- Kohn-Sham gap (eV) = 6.349
- spin multiplicity = 1
- LUMO level (eV) = 6.4653
- charge = -2
- SMILES = CC(=O)N(F)P(=O)([O-])[O-]

Positions of all 12 atoms, in Å:
C1 -0.36 0.73 -1.81
C2 -0.55 0.66 -0.28
O1 -1.03 1.64 0.39
N1 -0.18 -0.44 0.30
F1 0.24 -1.45 -0.75
P1 0.64 -0.88 2.05
O2 0.75 -2.34 1.68
O3 1.86 -0.05 2.03
O4 -0.51 -0.51 2.98
H1 -0.91 0.00 -2.29
H2 0.78 0.86 -2.14
H3 -0.73 1.80 -2.17

The net atomic charges from Mulliken, expressed in e, are:
1 C -0.846
2 C 0.566
3 O -0.729
4 N 0.004
5 F -0.330
6 P 0.869
7 O -0.781
8 O -0.750
9 O -0.756
10 H 0.291
11 H 0.205
12 H 0.257

=====

Entry 3:
Entry from OMol25: the molecule C4H5NO (ωB97M-V/def2-TZVPD).

Computed properties:
- Kohn-Sham gap (eV) = 9.490
- spin multiplicity = 1
- LUMO level (eV) = 0.5108
- charge = 0
- SMILES = CC(=C=N)C=O

Positions of all 11 atoms, in Å:
C1 -1.47 -0.14 0.01
C2 0.04 -0.13 0.03
C3 0.79 0.92 -0.25
N1 1.52 1.84 -0.55
C4 0.93 -1.27 0.23
O1 2.14 -1.18 0.20
H1 -1.81 -1.17 0.16
H2 -1.89 0.46 0.82
H3 -1.90 0.22 -0.93
H4 1.24 2.68 -0.07
H5 0.42 -2.24 0.34

The net atomic charges from Mulliken, expressed in e, are:
1 C -1.121
2 C 0.179
3 C 0.581
4 N -0.518
5 C -0.080
6 O -0.537
7 H 0.323
8 H 0.276
9 H 0.299
10 H 0.291
11 H 0.306

=====

Entry 4:
Entry from OMol25: the molecule C3H3FO2 (ωB97M-V/def2-TZVPD).

Computed properties:
- Kohn-Sham gap (eV) = 10.194
- spin multiplicity = 1
- LUMO level (eV) = 0.9289
- charge = 0
- SMILES = O=CO/C=C\F

Positions of all 9 atoms, in Å:
O1 2.11 1.12 -0.86
C1 1.34 1.32 -0.01
O2 0.33 0.35 0.34
C2 -0.03 -0.74 -0.38
C3 -1.33 -1.21 -0.10
F1 -2.15 -0.80 0.95
H1 1.27 2.25 0.57
H2 0.42 -1.15 -1.35
H3 -1.84 -1.99 -0.74

The net atomic charges from Mulliken, expressed in e, are:
1 O -0.393
2 C 0.153
3 O -0.302
4 C -0.044
5 C -0.091
6 F -0.229
7 H 0.355
8 H 0.261
9 H 0.289

=====

Entry 5:
Entry from OMol25: a structure of composition C10H26AgNO12P2 (ωB97M-V/def2-TZVPD).

Computed properties:
- Kohn-Sham gap (alpha / beta) (eV) = 6.427 / 3.143
- spin multiplicity = 2
- expectation value of S² = 0.76
- LUMO level (alpha / beta) (eV) = -5.3387 / -8.6214
- charge = +1

Positions of all 52 atoms, in Å:
Ag1 -3.44 -3.66 -1.04
N1 -1.44 -2.97 1.48
O1 -0.83 -3.24 0.46
O2 -0.89 -2.95 2.57
O3 -2.67 -2.88 1.37
C1 -1.67 0.34 -4.15
O4 -2.68 0.68 -3.20
P1 -2.70 -0.14 -1.83
O5 -2.77 -1.62 -1.91
O6 -1.45 0.51 -1.01
C2 -1.20 0.24 0.34
O7 -3.98 0.52 -1.01
C3 -4.49 -0.28 0.09
H1 -0.92 -0.35 -3.76
H2 -1.16 1.26 -4.45
H3 -2.06 -0.19 -5.02
H4 -1.21 -0.80 0.65
H5 -1.97 0.68 0.98
H6 -0.30 0.78 0.61
H7 -5.22 0.31 0.64
H8 -3.83 -0.70 0.85
H9 -5.07 -1.12 -0.32
C4 4.03 1.92 -1.89
O8 3.16 0.82 -1.66
P2 2.49 0.03 -2.90
O9 3.44 -0.69 -3.88
O10 1.47 -1.02 -2.23
C5 1.82 -1.98 -1.21
O11 1.36 1.16 -3.51
C6 1.70 1.91 -4.62
H10 5.00 1.51 -1.63
H11 3.86 2.79 -1.25
H12 4.07 2.25 -2.92
H13 1.27 -1.61 -0.34
H14 2.90 -2.09 -1.06
H15 1.50 -2.93 -1.62
H16 1.97 2.89 -4.22
H17 0.81 1.92 -5.24
H18 2.52 1.56 -5.24
C7 1.40 0.01 4.29
C8 1.35 0.88 5.48
C9 0.03 1.68 5.37
O12 -0.77 0.51 5.07
C10 -0.03 -0.50 4.29
H19 2.24 -0.68 4.31
H20 1.62 0.66 3.45
H21 2.14 1.63 5.53
H22 1.34 0.37 6.44
H23 0.02 2.41 4.56
H24 -0.30 2.18 6.29
H25 -0.34 -0.52 3.25
H26 -0.13 -1.48 4.76

The net atomic charges from Mulliken, expressed in e, are:
1 Ag 0.824
2 N 1.241
3 O -0.331
4 O -0.409
5 O -0.452
6 C -0.416
7 O -0.370
8 P 0.889
9 O -0.446
10 O -0.200
11 C -0.577
12 O -0.382
13 C -0.543
14 H 0.132
15 H 0.150
16 H 0.338
17 H -0.172
18 H 0.612
19 H 0.415
20 H 0.262
21 H 0.196
22 H 0.241
23 C -0.719
24 O -0.249
25 P 0.763
26 O -0.718
27 O -0.135
28 C -0.478
29 O -0.121
30 C -0.840
31 H 0.297
32 H 0.255
33 H 0.324
34 H 0.034
35 H 0.385
36 H 0.234
37 H 0.352
38 H 0.228
39 H 0.370
40 C -0.524
41 C -0.662
42 C -0.388
43 O -0.462
44 C 0.560
45 H 0.362
46 H 0.207
47 H 0.389
48 H 0.259
49 H 0.248
50 H 0.292
51 H -0.548
52 H 0.279

=====

Entry 6:
Entry from OMol25: the molecule C12H18O3 (ωB97M-V/def2-TZVPD).

Computed properties:
- Kohn-Sham gap (eV) = 9.590
- spin multiplicity = 1
- LUMO level (eV) = 0.8506
- charge = 0
- SMILES = COC(C)(C)OOCCc1ccccc1

Positions of all 33 atoms, in Å:
C1 -1.41 -0.97 -2.12
O1 -0.27 -0.58 -1.48
C2 0.64 -1.63 -1.25
C3 0.43 -2.83 -2.21
C4 2.08 -1.10 -1.33
O2 0.41 -2.18 0.09
O3 0.78 -1.19 1.00
C5 -0.33 -1.15 1.84
C6 -0.25 0.10 2.65
C7 -0.28 1.41 1.87
C8 0.34 2.59 2.34
C9 0.35 3.71 1.57
C10 -0.29 3.71 0.30
C11 -1.10 2.61 -0.08
C12 -1.07 1.45 0.75
H1 -2.01 -1.70 -1.53
H2 -1.92 -0.06 -2.37
H3 -1.10 -1.64 -3.05
H4 0.56 -2.51 -3.26
H5 1.19 -3.62 -1.98
H6 -0.57 -3.25 -2.10
H7 2.25 -0.82 -2.40
H8 2.93 -1.76 -1.10
H9 2.16 -0.31 -0.62
H10 -1.23 -1.37 1.34
H11 -0.17 -2.03 2.42
H12 0.70 0.08 3.21
H13 -1.10 0.15 3.39
H14 0.91 2.58 3.28
H15 0.79 4.71 1.88
H16 -0.10 4.38 -0.43
H17 -1.73 2.69 -0.98
H18 -1.59 0.53 0.38

The net atomic charges from Mulliken, expressed in e, are:
1 C -0.850
2 O -0.206
3 C 1.577
4 C -1.962
5 C -1.466
6 O -0.334
7 O -0.237
8 C -0.555
9 C -0.979
10 C 0.885
11 C -0.682
12 C -0.356
13 C -0.666
14 C -0.726
15 C 0.219
16 H 0.329
17 H 0.267
18 H 0.318
19 H 0.424
20 H 0.397
21 H 0.467
22 H 0.355
23 H 0.327
24 H 0.393
25 H 0.396
26 H 0.437
27 H 0.351
28 H 0.318
29 H 0.329
30 H 0.285
31 H 0.506
32 H 0.342
33 H 0.095

=====

Per-record M, g/mol: 140.204 155.021 83.090 90.053 522.129 210.273
Per-record max |F|, hartree/bohr: 0.0698 0.1051 0.0275 0.0893 0.1025 0.0887
Per-record E, eV: -21318.6254 -23808.8658 -7764.5455 -9970.0048 -59417.6273 -18874.0363